(1)
C45H51BBrN11S4W | the ωB97M-V functional and the def2-TZVPD basis

Structure (XYZ):
```
114
Properties=species:S:1:pos:R:3:forces:R:3
W -0.102 0.089 -1.953 0.5 0.5 0.2
C -1.661 4.951 0.376 0.0 -0.1 0.1
C -1.231 3.691 1.073 0.0 0.1 -0.2
C -1.255 3.559 2.438 0.0 -0.1 0.1
C -0.845 2.364 3.080 0.0 0.1 0.0
N -0.389 1.338 2.377 0.0 0.2 0.0
N -0.362 1.467 1.055 0.0 -0.1 0.1
B 0.449 0.422 0.266 0.1 -0.2 -0.4
N 0.011 -1.030 0.369 -0.3 0.2 0.2
N -0.977 -1.273 1.278 0.0 0.2 -0.1
C -1.044 -2.468 1.782 0.0 -0.1 0.0
C -0.107 -3.484 1.392 -0.1 -0.1 0.1
C 0.791 -3.290 0.388 0.1 -0.3 0.1
C 1.723 -4.346 -0.122 -0.1 0.1 0.0
C 0.815 -1.987 -0.160 0.2 0.0 -0.1
S 1.795 -1.493 -1.475 0.1 0.0 0.0
C -2.129 -2.759 2.795 0.0 0.0 0.0
C -2.880 -4.038 2.393 0.0 0.0 0.0
C -3.119 -1.600 2.884 0.0 0.0 -0.1
C -1.432 -2.965 4.153 0.0 0.0 0.0
N 1.941 0.688 0.576 -0.1 -0.1 0.1
N 2.411 0.244 1.732 0.2 0.1 0.0
C 3.650 0.598 2.058 -0.2 -0.1 0.0
C 4.386 1.468 1.222 0.1 0.0 0.0
C 3.890 1.918 0.023 0.2 0.2 -0.1
C 4.654 2.811 -0.909 0.0 -0.1 0.0
C 2.608 1.444 -0.288 -0.2 -0.1 0.0
S 1.812 1.695 -1.817 0.1 0.1 0.1
C 4.261 0.042 3.326 0.1 0.0 -0.1
C 3.264 -0.807 4.108 0.0 0.0 0.0
C 4.741 1.212 4.204 0.0 0.0 0.0
C 5.465 -0.825 2.906 0.0 0.0 0.0
C -0.759 2.554 0.392 0.0 0.0 -0.2
S -0.658 2.457 -1.347 -0.1 0.2 0.0
C -0.858 2.263 4.592 0.0 0.0 0.0
C -0.584 0.833 5.055 -0.1 0.0 0.0
C -2.226 2.718 5.130 0.0 0.0 0.0
C 0.254 3.199 5.103 0.0 0.0 0.0
H -0.935 5.746 0.561 0.0 0.0 0.0
H -1.757 4.827 -0.700 0.0 0.0 0.0
H -2.618 5.292 0.769 0.0 0.0 0.0
H -1.597 4.389 3.043 0.0 0.0 0.0
H -0.155 -4.450 1.881 0.0 0.0 0.0
H 1.542 -5.299 0.370 0.0 0.0 0.0
H 1.601 -4.479 -1.198 0.0 0.0 0.0
H 2.764 -4.063 0.051 0.0 0.0 0.0
H -3.406 -3.922 1.442 0.0 0.0 0.0
H -2.231 -4.913 2.325 0.0 0.0 0.0
H -3.626 -4.256 3.157 0.0 0.0 0.0
H -3.629 -1.442 1.929 0.0 0.0 0.0
H -3.878 -1.835 3.628 0.0 0.0 0.0
H -2.629 -0.669 3.170 0.0 0.0 0.0
H -0.802 -3.858 4.158 0.0 0.0 0.0
H -0.819 -2.102 4.422 0.0 0.0 0.0
H -2.191 -3.101 4.923 0.0 0.0 0.0
H 5.379 1.770 1.528 0.0 0.0 0.0
H 5.574 3.158 -0.446 0.0 0.0 0.0
H 4.920 2.275 -1.823 0.0 0.0 0.0
H 4.063 3.683 -1.194 0.0 0.0 0.0
H 2.416 -0.211 4.447 0.0 0.0 0.0
H 2.888 -1.643 3.515 0.0 0.0 0.0
H 3.764 -1.212 4.986 0.0 0.0 0.0
H 3.919 1.885 4.457 0.0 0.0 0.0
H 5.144 0.813 5.134 0.0 0.0 0.0
H 5.537 1.792 3.735 0.0 0.0 0.0
H 5.151 -1.674 2.295 0.0 0.0 0.0
H 6.214 -0.256 2.352 0.0 0.0 0.0
H 5.950 -1.215 3.801 0.0 0.0 0.0
H -1.395 0.165 4.760 0.0 0.0 0.0
H 0.349 0.444 4.650 0.0 0.0 0.0
H -0.520 0.820 6.142 0.0 0.0 0.0
H -3.038 2.111 4.725 0.0 0.0 0.0
H -2.232 2.601 6.213 0.0 0.0 0.0
H -2.438 3.768 4.927 0.0 0.0 0.0
H 1.235 2.875 4.746 0.0 0.0 0.0
H 0.097 4.236 4.798 0.0 0.0 0.0
H 0.269 3.178 6.193 0.0 0.0 0.0
C 0.786 -3.270 -6.300 -0.1 0.0 0.0
C -0.092 -3.099 -5.089 0.1 -0.1 -0.2
C -1.155 -3.953 -4.807 -0.1 -0.1 -0.1
C -1.904 -3.766 -3.661 0.0 -0.1 -0.1
C -1.593 -2.709 -2.833 0.0 0.1 0.1
Br -2.517 -2.552 -1.204 -0.1 -0.1 -0.1
N -0.615 -1.830 -3.091 -0.1 -0.1 0.0
C 0.132 -2.072 -4.196 0.0 0.1 0.1
H 0.674 -4.263 -6.731 0.0 0.0 0.0
H 1.839 -3.127 -6.056 0.0 0.0 0.0
H 0.519 -2.547 -7.073 0.0 0.0 0.0
H -1.381 -4.780 -5.470 0.0 0.0 0.0
H -2.710 -4.437 -3.396 0.0 0.0 0.0
H 0.973 -1.415 -4.357 0.0 0.0 0.0
S -4.301 2.033 -8.015 0.0 -0.2 -0.1
N -4.765 1.645 -6.528 0.1 0.1 0.1
C -3.659 1.429 -5.829 0.1 -0.1 0.1
C -3.594 1.069 -4.426 -0.2 0.0 -0.2
C -4.714 0.970 -3.590 0.0 0.1 -0.1
C -4.533 0.695 -2.253 -0.1 0.0 0.0
C -3.250 0.455 -1.781 0.1 0.0 -0.1
N -2.181 0.473 -2.582 0.1 0.0 0.1
C -2.335 0.839 -3.882 0.1 0.0 0.2
C -1.118 1.052 -4.644 0.0 -0.1 0.1
N 0.067 0.909 -3.980 -0.1 -0.2 0.0
C 1.200 1.071 -4.681 0.0 0.0 0.1
C 1.218 1.410 -6.024 0.0 0.0 -0.1
C 0.027 1.593 -6.689 0.0 0.0 -0.1
C -1.170 1.408 -5.991 -0.1 0.0 -0.1
C -2.479 1.582 -6.591 0.0 -0.1 0.0
N -2.709 1.908 -7.855 0.0 0.1 0.1
H -5.700 1.149 -4.002 0.0 0.0 0.0
H -5.368 0.661 -1.567 0.0 0.0 0.0
H -3.075 0.244 -0.736 0.0 0.0 0.0
H 2.134 0.920 -4.159 0.0 0.0 0.0
H 2.169 1.536 -6.522 0.0 0.0 0.0
H -0.005 1.879 -7.735 0.0 0.0 0.0
```
Forces are in eV/Å.

Results
Kohn-Sham gap (spin up / spin down), Ha: 0.2568 / 0.2003
Multiplicity: 3
Total charge: +4
DFT total energy, eV: -179737.30862


(2)
C3H14NO3 | the ωB97M-V functional and the def2-TZVPD basis

Structure (XYZ):
```
21
Properties=species:S:1:pos:R:3:forces:R:3
C 0.313 -0.858 -1.500 -3.9 1.7 0.0
C 1.547 -0.062 -0.928 1.0 0.4 -0.3
C 1.452 1.502 -1.241 1.3 1.3 4.2
O 1.280 -0.209 0.421 2.8 0.4 -1.1
N -0.303 -1.791 -0.519 -0.5 2.3 2.5
H -0.464 -0.076 -1.780 0.7 -1.1 0.5
H 0.515 -1.361 -2.399 1.2 -0.7 -1.2
H 2.480 -0.461 -1.378 -0.2 -0.1 1.1
H 1.225 1.767 -2.198 -0.9 0.0 -2.9
H 2.502 2.018 -0.993 -1.8 -1.6 -0.3
H 0.724 1.985 -0.517 0.7 -0.6 -1.0
H 2.009 -0.713 0.847 0.1 0.1 0.5
H 0.258 -2.552 -0.239 1.1 -1.4 -0.1
H -1.210 -2.172 -0.737 -0.5 0.0 -0.8
H -0.486 -1.200 0.580 -0.6 -0.3 -1.3
H -1.605 -0.026 1.971 -1.3 0.3 0.7
H -0.136 0.406 1.770 -1.0 -0.9 0.3
O -0.735 -0.382 1.760 1.8 0.2 -1.0
H -3.423 1.629 3.058 1.2 -1.8 -0.9
H -3.016 1.547 1.606 -0.1 -0.4 0.3
O -2.927 1.007 2.416 -1.2 2.3 0.4
```
Forces are in eV/Å.

Results
Kohn-Sham gap (spin up / spin down), Ha: 0.4042 / 0.1479
Multiplicity: 2
Total charge: +2
DFT total energy, eV: -10948.80880


(3)
C16H27NO5Pd | the ωB97M-V functional and the def2-TZVPD basis

Structure (XYZ):
```
50
Properties=species:S:1:pos:R:3:forces:R:3
C -1.446 -1.549 -3.065 0.1 -1.5 0.2
C -1.426 -0.741 -4.289 -0.4 -0.4 1.1
H -1.797 -2.578 -3.308 0.6 0.5 0.2
H -2.168 -1.200 -2.345 -0.5 0.5 0.2
C -1.341 0.599 -4.130 -0.4 -0.6 -1.3
C -1.056 1.122 -2.839 -0.3 -0.7 2.1
H -1.650 0.799 -1.930 0.4 0.6 -1.4
H -0.796 2.177 -2.860 0.3 -0.1 0.5
C -1.503 -1.478 -5.565 0.0 0.0 -1.0
H -1.229 -2.539 -5.446 -0.1 0.5 0.0
H -0.807 -1.016 -6.282 -0.4 -0.2 0.0
H -2.523 -1.443 -6.011 0.6 0.0 0.2
C -1.617 1.464 -5.339 0.6 0.8 -0.2
H -2.638 1.335 -5.748 0.5 -0.1 0.5
H -0.921 1.285 -6.175 -0.2 0.0 0.3
H -1.508 2.513 -5.058 -0.1 0.1 -0.2
Pd -0.780 0.176 2.566 1.3 -0.2 -0.8
O -0.199 -0.478 0.487 -0.7 0.0 0.8
C 0.532 0.062 -0.365 -0.5 0.6 -1.5
O 0.688 1.586 2.231 0.7 0.5 -1.1
C 1.500 1.673 1.289 -0.2 0.1 0.2
O 2.518 2.510 1.389 -1.0 -0.9 -0.5
N 1.473 1.014 0.066 0.3 0.3 0.4
C 3.284 2.454 0.151 1.3 0.8 0.6
C 2.530 1.568 -0.793 -0.7 0.3 -1.2
H 4.282 2.070 0.418 -0.4 0.2 -0.1
H 3.363 3.480 -0.218 0.1 -0.2 0.2
H 3.178 0.814 -1.235 -0.2 -0.2 0.2
H 2.089 2.167 -1.621 0.1 -0.5 0.5
C 0.410 -0.170 -1.846 0.6 -1.0 0.5
C -0.115 -1.586 -2.279 0.9 0.4 0.3
H 1.437 -0.119 -2.255 -0.7 0.8 -0.1
H -0.325 -2.227 -1.417 0.3 0.2 0.0
H 0.737 -2.044 -2.842 -1.0 0.2 0.2
C -2.223 -0.465 4.890 -1.4 0.0 0.6
O -1.646 -1.198 3.804 1.1 -1.4 0.5
C -0.598 -2.144 4.274 -1.3 -0.4 -0.9
C 0.649 -1.456 4.789 0.4 0.2 0.5
O 0.543 -0.054 4.548 -0.6 -0.1 -0.7
C 1.655 0.716 5.003 0.7 0.2 0.8
H -3.283 -0.758 4.865 0.3 0.4 0.3
H -2.115 0.598 4.664 -0.1 0.1 0.4
H -1.787 -0.705 5.880 -0.1 0.2 -0.7
H -1.081 -2.762 5.046 0.2 0.1 -0.3
H -0.394 -2.757 3.388 -0.1 0.1 0.3
H 0.746 -1.656 5.868 0.2 0.2 -0.3
H 1.528 -1.822 4.248 0.0 -0.2 0.3
H 1.797 1.580 4.357 -0.1 -0.2 -0.1
H 1.462 1.084 6.026 0.0 -0.3 -0.4
H 2.568 0.098 5.012 -0.3 0.3 -0.1
```
Forces are in eV/Å.

Results
Kohn-Sham gap (spin up / spin down), Ha: 0.2678 / 0.1450
Multiplicity: 3
Total charge: +2
DFT total energy, eV: -32216.88353